100
Properties=species:S:1:pos:R:3:forces:R:3 method="wB97M-V/def2-TZVPD" e_above_lowest_kj_mol=133.5 multiplicity=2 homo_ev="-5.6 / -7.0" gap_ev="5.79 / 7.03" max_force_ev_per_a=2.27 lumo_ev="0.154 / 0.012" charge=0
Ru 0.4086 -0.1975 0.3436 0.2 -0.8 -2.1
N -2.0802 0.3236 3.7790 -0.1 0.1 0.3
C -1.2749 1.3593 4.1955 0.0 0.0 -0.1
C -0.4143 1.5913 3.1700 -0.1 0.1 -0.1
N -0.6806 0.7219 2.1340 0.5 0.1 0.3
C -1.6718 -0.0326 2.5472 -0.3 -0.3 -0.2
C -2.1858 -1.0973 1.7037 -0.1 0.2 0.4
N -1.6442 -1.3586 0.5411 0.5 0.3 0.3
C -2.3718 -2.3906 0.0035 0.1 -0.1 -0.1
C -3.3585 -2.7559 0.8677 0.1 0.0 0.0
N -3.2320 -1.9168 1.9512 -0.2 -0.1 0.1
H -2.7570 -0.1426 4.3587 0.0 0.0 0.0
H -1.3788 1.8141 5.1648 0.0 0.0 0.0
H 0.3706 2.3222 3.1105 0.0 0.0 0.0
H -2.1504 -2.8006 -0.9681 0.0 0.0 0.1
H -4.1051 -3.5288 0.8216 0.0 0.1 0.0
H -3.8165 -1.9254 2.7683 0.0 0.0 0.0
C 0.3077 -0.7914 -1.3971 -0.6 0.6 0.6
Ge 0.7028 -0.0181 -3.1131 0.2 0.0 -0.4
C -0.4043 1.5378 -3.5433 -0.1 0.1 0.1
C -1.7616 1.3452 -3.8198 0.1 0.1 0.0
C -2.5912 2.4237 -4.0965 0.0 0.0 0.0
C -2.0751 3.7155 -4.1005 0.0 0.0 0.0
C -0.7338 3.9228 -3.8152 0.0 0.0 0.0
C 0.0923 2.8389 -3.5365 -0.1 -0.1 -0.1
C 2.5913 0.3759 -3.4317 0.2 -0.1 0.1
C 3.0266 1.2201 -4.4526 0.1 0.0 0.0
C 4.3642 1.2487 -4.8314 0.0 0.0 0.0
C 5.2835 0.4184 -4.2041 0.0 0.1 0.0
C 4.8704 -0.4126 -3.1702 0.0 0.0 0.0
C 3.5363 -0.4267 -2.7839 -0.1 0.1 -0.1
C 0.2964 -1.2870 -4.5610 -0.1 -0.1 0.0
C -0.0539 -2.6154 -4.3209 0.0 0.1 -0.1
C -0.2871 -3.4966 -5.3727 0.0 0.0 0.0
C -0.1668 -3.0579 -6.6826 0.0 0.0 0.0
C 0.1723 -1.7342 -6.9406 0.0 0.0 0.1
C 0.3997 -0.8587 -5.8874 -0.1 -0.1 0.1
H -0.4335 -1.5929 -1.4923 0.1 -0.1 -0.2
H -2.1677 0.3386 -3.8215 0.0 0.0 0.0
H -3.6423 2.2606 -4.3024 0.0 0.0 0.0
H -2.7186 4.5554 -4.3315 0.0 0.0 0.0
H -0.3325 4.9301 -3.7987 0.0 0.0 0.0
H 1.1372 3.0074 -3.3195 0.1 0.0 0.0
H 2.3181 1.8618 -4.9661 0.0 0.0 0.0
H 4.6866 1.9124 -5.6250 0.0 0.0 0.0
H 6.3191 0.4173 -4.5229 0.0 0.0 0.0
H 5.5877 -1.0548 -2.6728 0.0 0.0 0.0
H 3.2049 -1.0902 -1.9905 0.0 0.0 0.0
H -0.1411 -2.9665 -3.2977 0.0 0.0 0.0
H -0.5525 -4.5274 -5.1701 0.0 0.0 0.0
H -0.3364 -3.7451 -7.5024 0.0 0.0 0.0
H 0.2674 -1.3898 -7.9634 0.0 0.0 0.0
H 0.6592 0.1741 -6.0981 0.0 0.0 0.0
C 4.6676 4.9955 -2.7348 0.0 0.0 0.0
C 5.2171 3.7923 -2.3121 0.0 0.0 0.0
C 4.4348 2.8706 -1.6307 0.0 0.0 0.0
C 3.0998 3.1478 -1.3588 0.0 -0.2 -0.2
C 2.5521 4.3558 -1.7772 0.1 0.0 0.0
C 3.3357 5.2759 -2.4645 0.0 0.0 0.0
As 2.0525 1.8165 -0.3300 -0.5 0.1 1.2
C 3.2553 1.9762 1.2058 0.2 0.1 -0.2
C 4.4122 1.2486 1.4387 0.0 0.0 0.0
C 5.2192 1.5616 2.5266 0.0 0.0 0.0
C 4.8722 2.6130 3.3666 0.0 0.0 0.0
C 3.7259 3.3583 3.1233 0.0 0.0 0.0
C 2.9152 3.0493 2.0362 -0.1 0.0 0.0
C 1.6635 3.7475 1.6605 0.1 0.0 0.0
C 1.1316 4.8652 2.2939 0.0 0.0 0.0
C -0.0850 5.3856 1.8698 0.0 -0.1 0.0
C -0.7852 4.7780 0.8336 0.0 0.0 0.0
C -0.2487 3.6712 0.1848 0.0 -0.1 0.0
C 0.9814 3.1735 0.5828 0.2 0.2 -0.2
H 5.2786 5.7149 -3.2664 0.0 0.0 0.0
H 6.2595 3.5721 -2.5077 0.0 0.0 0.0
H 4.8746 1.9356 -1.3038 0.0 0.0 0.0
H 1.5199 4.5922 -1.5560 0.0 0.0 0.0
H 2.9013 6.2169 -2.7804 0.0 0.0 0.0
H 4.6869 0.4337 0.7782 0.0 0.0 0.0
H 6.1179 0.9889 2.7169 0.0 0.0 0.0
H 5.5006 2.8576 4.2138 0.0 0.0 0.0
H 3.4772 4.1875 3.7750 0.0 0.0 0.0
H 1.6714 5.3452 3.1021 0.0 0.0 0.0
H -0.4924 6.2619 2.3571 0.0 0.0 0.0
H -1.7377 5.1813 0.5133 0.0 0.0 0.0
H -0.7916 3.1991 -0.6275 0.0 0.0 0.0
C 1.9914 -1.6190 0.8917 -0.5 0.6 0.3
C 1.4931 -1.7020 2.2396 0.2 -0.4 0.2
C 1.9831 -0.8956 3.2905 0.0 0.1 0.1
C 1.4008 -0.9105 4.5397 0.1 0.1 0.0
C 0.3242 -1.7584 4.8121 -0.2 0.1 0.3
C -0.1071 -2.6467 3.8151 -0.1 -0.1 0.0
C 0.4701 -2.6282 2.5731 0.1 -0.1 0.0
C -0.4209 -1.6537 6.0359 0.1 0.0 -0.4
N -1.0979 -1.5382 6.9625 0.0 0.0 0.0
H 1.8536 -2.5135 0.2985 0.1 0.0 0.0
H 2.9582 -1.1430 0.7717 0.1 -0.1 0.0
H 2.8242 -0.2392 3.0982 -0.1 0.0 0.0
H 1.7619 -0.2503 5.3193 0.0 0.0 0.0
H -0.9153 -3.3364 4.0351 0.0 0.0 0.0
H 0.1363 -3.3208 1.8089 0.0 0.0 0.0